Formula: C58H130N14O10
Source: the Open Molecules 2025 dataset
Level of theory: ωB97M-V with the def2-TZVPD basis set

```
212
Properties=species:S:1:pos:R:3:forces:R:3
C 12.9060 15.9304 10.6609 1.03 -0.67 0.23
C 12.9224 16.5855 12.0776 -1.39 -0.92 -1.40
C 13.5923 15.7277 13.1312 0.03 -0.31 0.75
C 15.1005 15.6207 12.9850 -0.52 0.18 0.74
C 15.6815 17.0322 12.9428 1.61 -0.95 -0.52
C 15.0495 17.9417 11.9201 -1.01 0.50 -0.53
N 13.5764 17.8564 12.0892 0.11 1.64 0.44
O 12.9870 18.7204 11.0949 -0.48 0.20 0.37
C 15.4081 19.4469 12.1755 -0.11 -0.33 -0.43
C 15.5296 17.5521 10.4964 1.82 0.31 -0.02
C 11.4303 16.7601 12.4222 -0.11 -0.36 -0.51
H 13.9171 15.5708 10.4575 -0.10 0.24 -0.38
H 12.5695 16.5985 9.8413 0.15 -0.39 0.74
H 12.3460 14.9926 10.6787 -0.47 0.27 0.00
H 13.3958 16.1207 14.1494 -0.21 0.08 -0.51
H 13.1550 14.7345 13.1013 -0.19 -0.22 -0.01
H 15.3055 14.9877 12.1431 0.50 -0.03 -0.71
H 15.4806 15.0774 13.8636 0.07 0.21 -0.23
H 16.7762 16.9694 12.7033 -0.78 0.17 0.27
H 15.6091 17.4491 13.9279 -0.14 0.40 0.64
H 16.3854 19.5754 12.6119 0.88 -0.29 -0.52
H 15.2732 20.0037 11.2409 0.32 -0.02 0.27
H 14.8304 19.9682 12.9320 -0.94 -0.47 -0.01
H 15.6451 16.4837 10.2228 -0.79 0.58 0.41
H 15.0694 18.1472 9.7093 -0.42 -0.31 0.04
H 16.5924 17.8527 10.4520 -0.19 0.22 0.12
H 10.9637 17.4396 11.6847 0.01 -0.66 0.17
H 11.3526 17.2542 13.3652 -0.22 0.21 0.97
H 10.8997 15.7605 12.4501 0.58 1.21 -0.07
H 12.2718 19.2058 11.5646 0.90 -0.50 -0.27
C 8.7209 14.0830 20.7888 1.02 2.02 -0.62
C 9.7189 14.2452 19.5750 0.46 0.82 0.96
C 10.7478 13.0962 19.5263 0.59 0.52 1.33
C 11.5455 13.0173 18.2672 0.51 -0.74 -0.53
C 10.5327 12.8822 17.1558 0.76 -0.02 -1.20
C 9.5546 14.0725 17.0270 0.11 0.65 1.25
N 8.8927 14.2036 18.3675 0.18 -0.10 -0.21
O 8.1829 15.4432 18.3331 0.47 0.22 0.18
C 10.2005 15.4150 16.6317 1.52 1.27 0.13
C 8.4329 13.7108 16.1054 -1.54 0.60 -0.89
C 10.4987 15.6166 19.8132 0.29 -1.26 0.16
H 9.2587 14.1754 21.7220 0.35 -0.05 0.27
H 8.2149 13.1608 20.8065 -0.69 -1.20 -0.33
H 7.9994 14.9324 20.7943 0.39 -0.68 -0.20
H 11.5035 13.2222 20.3068 -0.43 0.23 0.58
H 10.2562 12.1649 19.7410 -0.35 -0.59 -0.09
H 12.2466 12.1336 18.2335 -0.83 0.66 0.31
H 12.2421 13.8696 18.1892 -0.51 0.04 -0.31
H 9.9370 11.9839 17.3106 -0.24 -0.03 0.47
H 11.0919 12.5845 16.2516 -0.47 0.87 -0.31
H 9.6577 16.2840 16.2330 -1.04 -0.99 -0.27
H 10.7190 16.0241 17.4249 -0.17 -1.45 -0.39
H 10.9412 15.1930 15.8736 0.44 0.03 -0.27
H 7.9536 12.7728 16.3991 -0.04 0.20 0.28
H 7.6595 14.5472 16.0717 0.91 -1.12 0.01
H 8.7496 13.5371 15.0827 0.33 0.23 -0.27
H 11.4193 15.7455 19.2498 0.03 -0.45 -0.37
H 10.8729 15.6021 20.8485 -0.56 0.32 -0.08
H 9.8974 16.4680 19.5477 -0.45 0.33 0.44
H 7.2965 15.1665 18.1583 -0.95 -0.17 -0.06
C 11.9715 18.9271 16.1309 0.26 0.90 0.00
C 11.3988 19.9299 17.1700 -0.53 -2.19 -0.13
C 10.6822 19.0831 18.2768 0.16 0.82 -1.11
C 10.1970 19.9117 19.4024 -2.91 -0.53 0.40
C 11.2440 20.7142 19.9966 1.31 1.27 1.27
C 11.9967 21.5560 18.9785 1.67 0.86 -0.94
N 12.4598 20.6659 17.8285 -0.45 0.58 0.42
O 13.0741 21.4791 16.8096 -0.55 0.18 0.29
C 11.1645 22.8076 18.5310 1.28 0.48 -0.32
C 13.3324 22.0895 19.5856 0.08 -0.75 0.72
C 10.3794 20.7010 16.3583 -0.42 0.78 -0.47
H 12.8246 18.3985 16.4890 0.35 -0.33 0.45
H 12.2624 19.3859 15.1862 0.14 0.48 0.06
H 11.2198 18.2303 15.8216 -0.60 -0.61 0.18
H 9.8272 18.6312 17.8037 -0.27 -0.56 -0.25
H 11.2863 18.3274 18.7252 0.96 -0.82 -0.23
H 9.7712 19.2402 20.1768 0.05 0.29 -0.35
H 9.3545 20.5167 19.0578 -0.05 0.19 0.05
H 11.8523 20.0137 20.5890 0.62 0.38 -0.40
H 10.8887 21.4499 20.7352 -0.22 -0.30 -0.07
H 10.1495 22.5984 18.2459 -0.58 -0.02 0.67
H 11.3049 23.5921 19.3092 -0.71 -0.62 -0.39
H 11.5542 23.2871 17.6061 0.29 -0.55 0.53
H 13.2361 23.0011 20.1849 -0.33 -0.12 -0.14
H 13.7849 21.3313 20.2719 -0.32 0.42 -0.64
H 14.0548 22.3062 18.8023 -0.04 0.04 -0.03
H 9.6872 19.9786 15.8509 0.99 0.72 -0.17
H 10.9235 21.4497 15.7345 -0.56 -0.99 -0.22
H 9.7064 21.3151 16.9176 -0.42 0.25 0.74
H 13.9760 21.1792 16.8346 0.65 -0.16 0.01
C 20.6262 9.8206 20.5836 -0.51 -0.01 0.05
C 19.7748 10.1356 21.8380 2.10 1.00 -0.22
C 20.8185 10.2700 22.9893 0.93 -0.26 -1.76
C 20.4226 11.0906 24.1726 0.28 0.43 0.87
C 19.9392 12.5254 23.7839 1.78 -2.75 -1.13
C 18.8639 12.3975 22.6983 0.76 0.89 -1.20
N 19.3866 11.5412 21.5982 -0.45 0.10 -0.01
O 18.5235 11.6521 20.4393 -0.12 -0.22 1.34
C 17.5321 12.0033 23.2600 -1.01 -1.41 0.30
C 18.6957 13.7921 22.1210 -0.02 2.36 -1.19
C 18.8033 9.0132 22.1123 -0.16 1.50 -0.39
H 20.0840 9.7445 19.6215 0.12 -0.13 0.69
H 21.2939 8.9997 20.7619 -0.06 -1.01 -0.05
H 21.3103 10.6336 20.5394 0.48 0.85 -0.47
H 21.1144 9.2402 23.2490 -0.05 0.35 0.23
H 21.7383 10.7434 22.5284 -0.87 -0.42 0.49
H 21.3471 11.0997 24.7968 -0.84 0.35 0.01
H 19.6475 10.5766 24.7332 -0.16 -0.08 0.28
H 20.8609 13.0220 23.4376 -0.58 0.18 -0.39
H 19.6178 13.0492 24.6309 -0.83 0.78 1.21
H 17.5810 11.1384 23.9371 0.10 0.17 -0.12
H 17.1638 12.8374 23.8356 -0.42 0.26 0.14
H 16.7589 11.7197 22.4973 0.60 0.49 0.47
H 18.7547 14.5275 22.9452 -0.19 -0.29 -0.19
H 19.4968 14.1414 21.4061 -0.48 -0.83 0.72
H 17.7557 14.0619 21.5607 0.68 -0.77 0.67
H 19.3768 8.1253 22.1026 0.53 -1.12 -0.10
H 18.1316 9.0082 21.2588 -0.73 -0.30 0.37
H 18.3922 9.1153 23.1045 -0.80 -0.03 0.06
H 17.6443 11.6391 20.8620 -0.01 -0.06 -0.75
C 14.5213 16.4807 26.5273 1.81 0.73 -2.54
C 13.8882 16.8390 25.1268 -0.84 1.14 -0.40
C 14.7460 16.4592 23.9130 0.51 -1.08 0.96
C 14.7137 14.8928 23.7671 -0.99 1.05 -1.10
C 13.2429 14.4677 23.5013 1.07 -1.10 -0.22
C 12.3944 14.8352 24.6577 -1.15 0.44 -0.32
N 12.5305 16.2918 24.9418 0.44 -0.82 0.29
O 11.8351 16.4648 26.1764 -0.40 0.69 0.09
C 10.9399 14.7019 24.1850 -0.05 0.98 0.82
C 12.6250 13.9312 25.8609 0.02 -0.89 0.07
C 13.7208 18.3702 24.9700 1.45 -0.71 2.21
H 13.8193 16.6725 27.2903 -0.74 -0.11 0.88
H 15.3939 17.2122 26.6666 -0.93 -1.36 -0.07
H 14.8475 15.4203 26.4554 0.01 0.91 0.66
H 14.4464 16.9913 22.9878 -0.13 -0.49 0.56
H 15.7158 16.9103 24.2267 -0.10 -0.80 -0.67
H 15.0184 14.4445 24.6978 0.52 -0.29 0.11
H 15.3003 14.5566 22.9253 0.62 -0.11 -0.04
H 13.0586 13.3515 23.3172 0.75 1.35 0.24
H 12.8352 14.9617 22.6343 0.11 0.37 -0.62
H 10.8087 13.8414 23.5937 -0.22 -1.51 -0.40
H 10.3267 14.6838 25.0766 -0.58 -0.17 -0.03
H 10.6025 15.5212 23.5366 0.40 0.14 0.31
H 12.1133 14.3971 26.6768 -0.09 0.07 0.75
H 12.1391 12.9364 25.7320 0.41 0.61 -0.21
H 13.6812 13.7649 26.1392 -0.53 0.09 -0.25
H 13.0934 18.7302 25.7661 -0.66 0.32 0.17
H 13.3786 18.6665 24.0056 -0.19 0.18 -0.64
H 14.7149 18.7715 25.2479 -0.35 0.27 -0.69
H 11.1081 17.0484 25.9472 -0.10 0.10 -0.03
C 15.5340 18.5712 20.3606 0.54 -1.77 -0.54
C 15.2383 17.2841 19.4786 -0.38 1.11 -0.11
C 14.7743 17.8086 18.0707 1.47 -0.61 2.34
C 14.4662 16.7229 17.1114 0.17 -1.80 0.61
C 15.7345 15.8161 16.9792 -1.04 -0.06 0.76
C 16.4594 15.3540 18.3254 -2.48 -1.45 -0.05
N 16.4323 16.4637 19.3432 0.85 0.70 -2.24
O 16.9244 16.1088 20.5976 -1.59 -1.56 0.07
C 15.7793 13.9653 18.8495 1.25 1.23 -1.03
C 17.8473 15.0053 17.8495 -0.14 -1.12 -0.36
C 14.1524 16.5388 20.1686 -1.52 -1.16 -0.07
H 15.6985 18.1888 21.3697 0.36 0.29 0.04
H 14.6612 19.2211 20.4212 0.14 0.10 -0.42
H 16.4440 19.0404 19.9511 -0.44 0.26 0.35
H 13.9898 18.4818 18.3695 -0.46 0.57 -0.71
H 15.6913 18.3008 17.7455 -0.11 0.69 -0.26
H 14.1512 17.1840 16.1776 0.09 -0.59 -0.37
H 13.6596 16.0643 17.5150 0.13 0.64 -0.56
H 16.4879 16.4022 16.4953 0.49 0.35 -0.80
H 15.4830 14.9093 16.3657 0.48 0.75 0.60
H 16.3433 13.6032 19.7143 -0.49 0.32 0.34
H 14.6975 14.0374 18.9648 0.15 0.01 0.40
H 15.9893 13.1979 18.0968 -0.18 0.20 -0.14
H 18.3710 14.4026 18.5603 0.60 -0.03 0.83
H 17.8425 14.3156 16.9701 -0.43 0.72 0.52
H 18.3932 15.8771 17.5699 0.61 0.62 -0.07
H 14.5069 15.9338 20.9894 0.40 -0.17 0.23
H 13.5879 15.8584 19.5092 0.36 0.16 0.14
H 13.4027 17.1863 20.5886 -0.41 0.59 0.19
H 17.7005 16.6317 20.6540 1.86 0.69 0.43
C 17.1893 20.7677 15.9196 0.34 -1.15 0.61
O 17.8867 20.4119 16.8580 -0.30 -0.54 0.18
N 17.4698 21.9314 15.3092 -1.00 1.04 -1.82
N 16.1334 19.9663 15.4246 0.98 0.62 1.24
H 16.9677 22.1494 14.4637 -0.11 0.00 -0.03
H 18.3860 22.3424 15.3027 0.16 -0.37 0.64
H 15.7967 19.3321 16.1499 0.13 0.18 -0.39
H 15.4008 20.3961 14.8970 -0.23 0.23 -0.27
C 19.4566 18.3587 19.9751 2.23 -0.91 0.09
O 19.3753 17.3632 20.6952 -0.28 0.62 0.62
N 20.2867 19.4640 20.3070 -1.79 -0.23 -1.08
N 19.0209 18.2765 18.6705 -1.83 0.15 1.00
H 19.9265 20.2952 19.8179 0.75 -0.27 0.75
H 20.5731 19.5807 21.2794 -0.46 -0.20 -0.55
H 18.9939 19.1755 18.2214 -0.32 0.17 -0.65
H 18.0673 17.7748 18.6621 1.65 0.65 -0.22
C 21.1841 14.0218 18.3852 -1.70 0.34 -0.35
O 20.6749 13.7359 17.2905 1.31 0.07 1.09
N 21.3004 15.3160 18.8514 -0.09 1.09 0.03
N 21.6232 13.1353 19.3211 0.23 -0.32 -0.95
H 21.0822 15.9948 18.1405 -0.23 0.10 0.00
H 20.9519 15.6211 19.7834 0.42 -0.72 -1.04
H 21.6784 13.5430 20.2082 0.41 0.53 1.46
H 21.1377 12.2791 19.3712 -0.58 -1.08 -0.28
C 17.6811 10.9260 16.9165 0.55 0.65 0.47
O 16.4926 11.1662 17.0359 -0.43 -0.36 -0.13
N 18.4993 11.8224 16.2525 -0.37 -0.20 -0.80
N 18.2461 9.7889 17.4583 -2.33 0.12 1.09
H 19.4821 12.0409 16.4403 -0.68 -0.19 0.05
H 17.9514 12.4512 15.6452 0.83 -0.45 0.85
H 19.1875 9.5818 17.3360 1.62 -0.27 -0.13
H 17.7284 9.3473 18.2535 0.85 0.76 -1.41
```
Forces are in eV/Å.

Total energy in eV: -103586.2390
Relative energy (zero: lowest compared OMol25 entry of this formula, charge and spin) in kcal/mol: 0.0
E_HOMO in eV: -8.155
Multiplicity: 1